1.
Here is C27H43BrN2OP2V as an isolated structure from the Open Molecules 2025 dataset. Energies are from wB97M-V/def2-TZVPD.

Element x y z (Å)
1 C 2.56 4.14 -0.59
2 C 1.53 3.47 -1.30
3 C 1.81 3.28 -2.69
4 C 2.68 4.20 -3.30
5 N 3.39 5.09 -2.62
6 C 3.38 5.02 -1.30
7 C 0.42 2.98 -0.55
8 C -0.44 2.68 0.35
9 C -1.58 2.72 1.25
10 C -1.63 1.53 2.15
11 C -2.80 0.71 2.06
12 C -3.89 1.37 1.47
13 C -4.01 2.74 1.21
14 C -2.78 3.47 1.14
15 V -1.05 0.29 0.51
16 P 1.16 -0.40 0.23
17 H 1.29 2.54 -3.29
18 H 2.57 4.10 0.49
19 H 2.73 4.29 -4.38
20 H 3.97 5.74 -0.76
21 H -2.78 4.58 0.96
22 H -0.66 1.25 2.67
23 H -4.99 3.22 1.08
24 H -2.94 -0.31 2.45
25 C 1.84 -2.09 0.50
26 C 3.16 -2.51 -0.16
27 H 1.07 -2.81 0.23
28 H 1.93 -2.12 1.59
29 H 3.31 -3.56 0.11
30 H 3.17 -2.43 -1.26
31 H 4.02 -1.94 0.21
32 C 1.53 -0.11 -1.56
33 C 2.92 0.39 -1.83
34 H 0.77 0.59 -1.94
35 H 1.36 -1.05 -2.09
36 H 3.03 0.55 -2.90
37 H 3.11 1.34 -1.33
38 H 3.66 -0.33 -1.52
39 C 2.38 0.58 1.23
40 C 3.90 0.32 1.35
41 H 1.99 0.51 2.26
42 H 2.18 1.61 0.90
43 H 4.25 1.11 2.03
44 H 4.14 -0.64 1.83
45 H 4.47 0.38 0.41
46 Br -5.37 0.08 1.04
47 P -1.63 -1.38 -0.99
48 C -0.61 -2.37 -2.12
49 C -1.20 -3.68 -2.60
50 H 0.30 -2.60 -1.56
51 H -0.31 -1.75 -2.97
52 H -0.44 -4.21 -3.19
53 H -1.48 -4.32 -1.77
54 H -2.07 -3.53 -3.23
55 C -2.72 -2.54 -0.07
56 C -4.03 -3.03 -0.68
57 H -2.94 -2.04 0.88
58 H -2.06 -3.39 0.16
59 H -4.50 -3.68 0.08
60 H -4.74 -2.21 -0.90
61 H -3.89 -3.63 -1.59
62 C -2.64 -0.20 -2.01
63 C -3.10 -0.84 -3.33
64 H -1.98 0.68 -2.21
65 H -3.50 0.16 -1.41
66 H -3.72 -0.09 -3.84
67 H -2.27 -1.12 -4.00
68 H -3.71 -1.74 -3.14
69 C 0.59 -0.51 5.83
70 C 0.21 -0.70 4.41
71 N -0.16 -1.93 4.03
72 O 0.32 0.23 3.58
73 H 0.03 -1.19 6.48
74 H 0.38 0.53 6.10
75 H 1.66 -0.73 5.90
76 H -0.31 -2.16 3.05
77 H -0.22 -2.64 4.73

Total charge: +4
Expectation value of S²: 1.198
Spin multiplicity: 2
E in hartree: -5438.28619

***

2.
Here is C27H43BrN2P2Pd as an isolated structure from the Open Molecules 2025 dataset. Energies are from wB97M-V/def2-TZVPD.

Element x y z (Å)
1 N -7.23 5.73 -5.23
2 C -6.86 6.31 -4.09
3 C -6.09 5.65 -3.11
4 C -5.69 4.32 -3.34
5 C -6.09 3.71 -4.54
6 C -6.87 4.47 -5.46
7 C -4.88 3.61 -2.30
8 Pd -0.02 -0.03 1.61
9 P 6.19 -0.94 0.61
10 C -3.68 3.02 -2.52
11 C -2.86 2.34 -1.52
12 C -1.75 1.58 -1.94
13 C -0.92 0.90 -1.04
14 C -1.21 0.98 0.32
15 C -2.29 1.71 0.80
16 C -3.12 2.39 -0.13
17 Br 1.64 -1.31 3.31
18 H -5.32 3.62 -1.31
19 H -3.25 3.04 -3.52
20 H -5.81 6.17 -2.21
21 H -5.83 2.69 -4.79
22 H -7.17 7.34 -3.93
23 H -7.19 4.01 -6.39
24 H -1.53 1.52 -3.01
25 H -3.97 2.96 0.25
26 H -0.08 0.33 -1.41
27 H -2.51 1.78 1.85
28 P -0.47 -2.03 0.65
29 C 5.62 0.84 0.74
30 C 6.68 1.86 0.29
31 H 5.30 1.04 1.78
32 H 4.73 0.91 0.11
33 H 6.50 2.83 0.76
34 H 7.69 1.54 0.56
35 H 6.65 2.00 -0.79
36 C 5.34 -1.36 -1.00
37 C 5.99 -2.53 -1.78
38 H 5.38 -0.45 -1.61
39 H 4.28 -1.57 -0.80
40 H 5.70 -2.49 -2.83
41 H 7.08 -2.48 -1.72
42 H 5.66 -3.49 -1.38
43 C 5.04 -1.72 1.86
44 C 5.72 -2.10 3.19
45 H 4.56 -2.60 1.40
46 H 4.25 -0.98 2.04
47 H 5.15 -2.89 3.70
48 H 6.74 -2.46 3.04
49 H 5.76 -1.23 3.86
50 C -0.40 -3.43 1.88
51 C -1.55 -4.44 1.93
52 H -0.32 -2.92 2.85
53 H 0.57 -3.93 1.72
54 H -2.47 -3.98 2.29
55 H -1.74 -4.90 0.95
56 H -1.30 -5.25 2.63
57 C 0.65 -2.54 -0.74
58 C 0.09 -2.53 -2.18
59 H 1.01 -3.55 -0.49
60 H 1.54 -1.89 -0.67
61 H -0.38 -3.49 -2.43
62 H -0.64 -1.73 -2.35
63 H 0.91 -2.38 -2.90
64 C -2.17 -1.96 -0.04
65 C -3.31 -1.45 0.88
66 H -2.40 -2.97 -0.38
67 H -2.09 -1.34 -0.93
68 H -4.06 -0.88 0.31
69 H -3.85 -2.29 1.37
70 H -2.93 -0.80 1.66
71 C 0.00 0.00 6.38
72 C -0.04 0.03 4.98
73 N -0.09 0.08 3.80
74 H -0.89 0.52 6.81
75 H 0.89 0.52 6.81
76 H 0.00 -1.03 6.81

Total charge: +2
Expectation value of S²: 2.007
Spin multiplicity: 3
ΔE to the lowest compared entry with this formula, charge and spin in eV: 1.135

***

3.
Here is C27H43ClInNO25PS as an isolated structure from the Open Molecules 2025 dataset. Energies are from wB97M-V/def2-TZVPD.

Element x y z (Å)
1 C 4.38 2.24 3.68
2 C 3.34 2.51 2.40
3 S 1.68 1.82 2.93
4 C 0.82 3.10 4.05
5 In -1.40 2.52 4.00
6 N -2.46 3.43 2.39
7 P -1.48 -0.01 4.03
8 O -3.20 -0.42 3.82
9 Cl -0.54 -0.88 2.32
10 H 4.46 1.06 3.77
11 H 3.84 2.62 4.68
12 H 5.43 2.76 3.53
13 H 3.67 1.91 1.43
14 H 3.20 3.66 2.18
15 H 1.24 3.06 5.17
16 H 1.03 4.16 3.59
17 H -2.10 3.10 5.55
18 H -3.17 2.74 2.02
19 H -3.01 4.21 2.82
20 H -3.66 0.34 4.32
21 C 2.59 -3.37 1.24
22 C 1.21 -3.65 0.74
23 O 1.42 -3.95 -0.63
24 C 2.72 -4.37 -0.75
25 O 3.19 -4.86 -1.76
26 O 3.41 -4.16 0.40
27 H 2.71 -3.65 2.29
28 H 2.87 -2.32 1.12
29 H 0.76 -4.53 1.22
30 H 0.54 -2.80 0.85
31 C 0.13 -2.41 -3.18
32 C -1.13 -2.33 -3.97
33 O -1.71 -1.11 -3.55
34 C -0.69 -0.33 -3.09
35 O -0.80 0.85 -2.81
36 O 0.47 -1.05 -2.98
37 H 0.93 -2.93 -3.71
38 H -0.01 -2.88 -2.20
39 H -0.95 -2.29 -5.05
40 H -1.81 -3.17 -3.75
41 C -3.97 -5.82 -2.66
42 C -4.05 -6.43 -1.29
43 O -2.86 -5.97 -0.67
44 C -2.49 -4.83 -1.31
45 O -1.61 -4.08 -0.93
46 O -3.23 -4.64 -2.44
47 H -4.96 -5.59 -3.07
48 H -3.43 -6.46 -3.37
49 H -4.91 -6.07 -0.72
50 H -4.07 -7.52 -1.32
51 C -7.82 -5.10 -4.89
52 C -9.12 -5.69 -4.42
53 O -8.72 -6.87 -3.76
54 C -7.42 -6.70 -3.38
55 O -6.81 -7.45 -2.64
56 O -6.89 -5.56 -3.93
57 H -7.85 -4.01 -4.92
58 H -7.53 -5.47 -5.88
59 H -9.63 -5.04 -3.71
60 H -9.80 -5.91 -5.25
61 C 6.74 6.63 1.12
62 C 5.69 5.81 0.46
63 O 4.97 5.26 1.55
64 C 5.17 6.10 2.62
65 O 4.56 6.03 3.67
66 O 6.14 7.02 2.34
67 H 7.02 7.51 0.53
68 H 7.65 6.05 1.35
69 H 5.01 6.41 -0.15
70 H 6.11 5.01 -0.16
71 C 0.26 -9.30 -3.95
72 C 0.64 -7.90 -3.56
73 O -0.29 -7.11 -4.27
74 C -1.38 -7.89 -4.51
75 O -2.44 -7.48 -4.95
76 O -1.13 -9.20 -4.20
77 H 0.46 -10.02 -3.15
78 H 0.76 -9.63 -4.86
79 H 0.52 -7.72 -2.49
80 H 1.66 -7.65 -3.86
81 C 2.99 8.29 5.05
82 C 1.73 8.37 4.25
83 O 1.15 9.59 4.67
84 C 2.17 10.37 5.14
85 O 2.07 11.55 5.42
86 O 3.33 9.65 5.25
87 H 3.79 7.77 4.51
88 H 2.85 7.82 6.02
89 H 1.91 8.41 3.18
90 H 1.06 7.53 4.47
91 C -0.11 6.17 0.24
92 C 0.63 5.16 -0.56
93 O 1.93 5.71 -0.69
94 C 2.09 6.58 0.36
95 O 3.15 7.10 0.66
96 O 0.91 6.77 1.03
97 H -0.87 5.72 0.88
98 H -0.57 6.94 -0.38
99 H 0.71 4.19 -0.05
100 H 0.18 5.00 -1.55

Total charge: -1
E in hartree: -4380.32154